Entry from the Open Molecules 2025 dataset: a cluster of 2 separate species, C3H11NS2 in total (wB97M-V/def2-TZVPD).

```
! RIJCOSX wB97M-V def2-TZVPD def2/J DEFGRID3
* xyz 0 1
C 2.792 -0.969 0.672
S 1.669 0.162 1.420
S 3.241 1.161 2.604
H 3.282 -1.810 1.158
H 2.416 -1.455 -0.182
H 3.613 -0.494 0.225
H 2.438 2.027 3.225
C -2.763 0.694 -1.644
C -1.908 0.302 -0.354
N -1.108 -0.910 -0.391
H -2.129 0.466 -2.547
H -2.966 1.801 -1.585
H -3.586 0.051 -1.672
H -2.420 0.184 0.640
H -1.180 1.166 -0.141
H -0.109 -0.759 -0.259
H -1.284 -1.616 -1.168
*
```

Output
Max |F| ... 3.3 eV Å⁻¹
Kohn-Sham gap ... 8.51 eV
Calculated total energy ... -26448.455 eV
HOMO energy ... -8.51 eV
Relative energy (zero: lowest compared OMol25 entry of this formula, charge and spin) ... 145.26 kJ/mol


Entry from the Open Molecules 2025 dataset: a structure of composition C18H25Cl5GeN4OS5Sr (wB97M-V/def2-TZVPD).

```
! RIJCOSX wB97M-V def2-TZVPD def2/J DEFGRID3
* xyz 1 2
Sr 0.186 -0.339 -0.290
C 2.276 1.494 -3.132
C 0.950 1.724 -3.841
S -0.522 1.603 -2.788
C -0.712 3.318 -2.223
C 0.443 3.902 -1.426
S 0.731 2.918 0.066
C 2.461 3.317 0.413
C 3.079 2.279 1.337
S 3.129 0.576 0.709
C 4.265 0.758 -0.699
C 4.030 -0.268 -1.799
S 2.411 -0.236 -2.619
H 2.361 2.125 -2.250
H 3.101 1.716 -3.813
H 0.811 0.986 -4.632
H 0.939 2.707 -4.316
H -1.623 3.308 -1.621
H -0.909 3.937 -3.099
H 0.195 4.925 -1.143
H 1.354 3.937 -2.026
H 2.516 4.293 0.896
H 3.007 3.388 -0.530
H 2.515 2.206 2.268
H 4.096 2.576 1.594
H 5.283 0.633 -0.330
H 4.180 1.770 -1.089
H 4.112 -1.284 -1.408
H 4.796 -0.154 -2.567
N -2.575 -0.230 -0.729
N -3.072 -1.531 -0.708
C -2.459 -2.516 -1.371
N -2.918 -3.750 -1.186
S -1.185 -2.211 -2.476
H -2.544 0.160 0.214
H -3.133 0.362 -1.335
H -3.849 -1.744 -0.097
H -3.623 -3.966 -0.498
H -2.453 -4.515 -1.649
Cl -2.181 2.853 3.346
C -2.291 1.128 3.447
C -3.018 0.560 4.503
C -3.136 -0.794 4.624
Cl -4.050 -1.466 5.937
C -2.516 -1.651 3.683
C -2.570 -3.061 3.740
C -1.917 -3.804 2.799
C -1.209 -3.138 1.783
N -1.151 -1.830 1.676
C -1.788 -1.067 2.620
C -1.659 0.365 2.474
O -0.997 0.863 1.480
H -3.491 1.209 5.228
H -3.118 -3.535 4.543
H -1.922 -4.885 2.834
H -0.672 -3.718 1.039
Cl 0.142 -5.488 -1.100
Ge 1.104 -3.636 -1.709
Cl 2.780 -4.173 -2.962
Cl 2.015 -2.907 0.208
*
```

Output
Max |F| ... 0.8 eV Å⁻¹
Kohn-Sham gap (spin up / spin down) ... 7.41 / 5.01 eV
Calculated total energy ... -201221.871 eV
HOMO energy (spin up / spin down) ... -9.69 / -9.69 eV
Expectation value of S² ... 0.7549


Entry from the Open Molecules 2025 dataset: a cluster of 6 separate species, C29H34BrN6 in total (wB97M-V/def2-TZVPD).

```
! RIJCOSX wB97M-V def2-TZVPD def2/J DEFGRID3
* xyz -1 1
C -0.241 -1.024 2.599
C -1.069 -0.484 1.397
Br -1.298 1.478 1.525
C -0.414 -0.943 0.060
C 1.013 -0.385 -0.194
N 0.959 0.695 -1.253
H 0.768 -1.292 2.274
H -0.199 -0.310 3.429
H -0.725 -1.954 2.929
H -2.078 -0.929 1.480
H -0.355 -2.048 0.134
H -1.116 -0.720 -0.760
H 1.366 0.122 0.732
H 1.319 1.548 -0.835
H 1.669 0.442 -1.929
N -6.669 1.215 3.454
C -7.082 2.479 3.586
C -6.334 3.579 3.199
C -5.082 3.360 2.644
C -4.629 2.059 2.497
C -5.459 1.030 2.915
H -8.065 2.601 4.028
H -6.722 4.581 3.329
H -4.466 4.194 2.330
H -3.651 1.848 2.068
H -5.150 -0.005 2.818
N -1.020 -4.467 0.140
C -0.187 -5.493 -0.044
C -0.597 -6.760 -0.429
C -1.950 -6.978 -0.633
C -2.833 -5.927 -0.446
C -2.317 -4.698 -0.064
H 0.860 -5.272 0.130
H 0.125 -7.554 -0.565
H -2.311 -7.955 -0.933
H -3.897 -6.056 -0.596
H -2.967 -3.843 0.090
N 4.058 0.727 -2.659
C 4.395 0.727 -3.952
C 5.667 1.024 -4.418
C 6.648 1.341 -3.491
C 6.319 1.348 -2.144
C 5.017 1.033 -1.784
H 3.593 0.477 -4.638
H 5.883 1.006 -5.478
H 7.655 1.580 -3.813
H 7.055 1.591 -1.390
H 4.710 1.021 -0.744
N 2.252 2.849 5.037
C 2.771 2.747 6.263
C 2.033 2.424 7.390
C 0.674 2.197 7.241
C 0.113 2.298 5.979
C 0.940 2.624 4.915
H 3.836 2.937 6.331
H 2.509 2.353 8.359
H 0.061 1.942 8.097
H -0.944 2.128 5.820
H 0.544 2.710 3.910
N 2.008 0.349 -6.514
C 1.420 1.515 -6.793
C 0.084 1.644 -7.135
C -0.691 0.497 -7.194
C -0.102 -0.724 -6.910
C 1.241 -0.742 -6.575
H 2.066 2.384 -6.734
H -0.339 2.616 -7.347
H -1.740 0.555 -7.457
H -0.674 -1.641 -6.943
H 1.744 -1.673 -6.339
*
```

Output
Max |F| ... 1.8 eV Å⁻¹
Kohn-Sham gap ... 3.51 eV
Calculated total energy ... -109604.393 eV
HOMO energy ... -0.84 eV
Relative energy (zero: lowest compared OMol25 entry of this formula, charge and spin) ... 38.75 kJ/mol


Entry from the Open Molecules 2025 dataset: a cluster of 11 separate species, C3H28N2O12 in total (wB97M-V/def2-TZVPD).

```
! RIJCOSX wB97M-V def2-TZVPD def2/J DEFGRID3
* xyz 0 1
C -1.603 1.903 -0.180
O -1.473 1.084 0.739
N -0.643 2.711 -0.656
N -2.788 2.091 -0.801
H -0.812 3.519 -1.225
H 0.302 2.637 -0.258
H -3.556 1.476 -0.594
H -2.925 2.751 -1.544
C -0.474 -0.119 -3.189
C -1.973 -0.209 -3.407
O -2.292 -0.328 -4.793
O 0.156 -1.211 -3.848
H -0.269 -0.034 -2.120
H -0.131 0.779 -3.702
H -2.507 0.700 -3.120
H -2.464 -1.012 -2.846
H -1.540 -0.813 -5.163
H -0.257 -2.063 -3.674
O 1.653 -3.504 -1.926
H 0.958 -3.568 -2.586
H 1.180 -3.485 -1.070
O 0.196 -3.967 0.326
H -0.293 -3.332 0.878
H -0.134 -4.828 0.596
O 2.061 2.271 0.439
H 2.009 1.288 0.493
H 2.398 2.466 -0.441
O 2.328 0.693 3.410
H 2.675 0.145 4.122
H 1.742 1.331 3.841
O 1.574 -0.299 0.900
H 1.903 -0.016 1.774
H 0.636 -0.472 1.053
O 1.025 3.049 2.844
H 1.291 2.789 1.944
H 0.135 2.704 2.956
O -1.214 -1.912 1.700
H -1.230 -1.186 2.356
H -2.127 -1.978 1.400
O -1.374 0.402 3.285
H -1.402 0.500 2.310
H -2.191 0.798 3.602
O 4.152 -1.431 1.965
H 3.566 -1.626 2.700
H 3.736 -0.696 1.513
*
```

Output
Max |F| ... 2.0 eV Å⁻¹
Kohn-Sham gap ... 10.22 eV
Calculated total energy ... -31116.869 eV
HOMO energy ... -10.21 eV
Relative energy (zero: lowest compared OMol25 entry of this formula, charge and spin) ... 190.24 kJ/mol


Entry from the Open Molecules 2025 dataset: the molecule C3H7N3O (wB97M-V/def2-TZVPD).

```
! RIJCOSX wB97M-V def2-TZVPD def2/J DEFGRID3
* xyz 0 1
C 2.307 -0.700 -1.141
C 0.866 -0.036 -0.620
C -1.752 0.072 0.992
H 3.092 -0.620 -0.287
H 2.446 -1.770 -1.405
H 2.743 -0.077 -2.087
H -0.036 -1.939 -0.817
H -2.876 -0.356 1.287
H -2.004 1.789 2.182
H -0.444 1.795 0.922
N -0.163 -0.956 -0.522
N -1.342 -0.928 0.250
N -1.126 1.303 1.460
O 0.870 1.154 -0.437
*
```

Output
Max |F| ... 7.7 eV Å⁻¹
Kohn-Sham gap ... 9.40 eV
Calculated total energy ... -9739.258 eV
HOMO energy ... -8.59 eV
Relative energy (zero: lowest compared OMol25 entry of this formula, charge and spin) ... 364.29 kJ/mol


Entry from the Open Molecules 2025 dataset: a structure of composition C3H4S4 (wB97M-V/def2-TZVPD).

```
! RIJCOSX wB97M-V def2-TZVPD def2/J DEFGRID3
* xyz 0 1
C 1.364 1.901 0.047
C -1.307 -1.991 0.045
C -0.213 0.020 -0.192
S 0.429 1.223 -1.325
S 0.680 1.068 1.429
S 0.398 -1.651 -0.324
S -1.977 -0.327 -0.049
H 2.469 1.731 -0.046
H 1.303 3.087 0.139
H -1.559 -2.678 -0.718
H -1.587 -2.383 0.993
*
```

Output
Max |F| ... 4.2 eV Å⁻¹
Kohn-Sham gap ... 8.43 eV
Calculated total energy ... -46514.665 eV
HOMO energy ... -8.65 eV
Relative energy (zero: lowest compared OMol25 entry of this formula, charge and spin) ... 126.99 kJ/mol